{
  "formula": "C26H32FN11O6SeTi",
  "method": "ωB97M-V/def2-TZVPD",
  "species": ["H", "O", "N", "C", "N", "Ti", "N", "C", "C", "C", "Se", "H", "H", "N", "C", "C", "C", "N", "H", "O", "H", "N", "N", "C", "H", "O", "C", "H", "H", "H", "H", "O", "H", "C", "H", "F", "H", "H", "H", "C", "C", "C", "H", "C", "H", "H", "H", "H", "C", "N", "H", "H", "H", "H", "H", "H", "O", "C", "N", "C", "N", "H", "C", "H", "O", "H", "H", "H", "C", "C", "C", "C", "C", "H", "C", "C", "C", "N"],
  "positions_angstrom": [[3.997, 6.511, -1.540], [-1.807, -3.078, -2.547], [-0.180, -1.712, -3.414], [-2.559, 1.239, 0.401], [3.175, 6.000, -1.255], [0.263, -0.584, 0.579], [-3.536, 1.643, 1.290], [-2.072, -3.552, -3.863], [3.042, -3.673, 1.003], [4.151, -3.338, 0.256], [3.423, -7.018, 3.006], [-0.554, -5.418, 3.861], [-1.183, 1.795, -2.362], [-1.637, 0.385, 0.740], [1.912, -2.805, 1.006], [1.588, 1.778, -1.003], [-0.503, -4.543, 3.228], [1.840, -6.260, 3.302], [3.059, -0.385, -0.961], [-0.705, -1.718, -1.214], [-3.238, 3.662, -0.054], [-0.333, -2.245, 1.598], [2.267, 4.048, -0.385], [-4.930, 1.649, 0.866], [3.412, 2.373, -0.017], [0.969, 0.777, -0.481], [-1.593, -3.672, 3.072], [0.182, 4.001, -0.220], [-3.564, 0.318, 2.959], [-2.388, -2.738, -4.517], [-2.325, -1.932, 2.125], [1.909, 7.756, -1.956], [0.529, -0.245, 3.287], [-3.125, 3.165, -1.014], [-2.409, 3.728, -1.617], [-0.400, 6.325, -1.161], [-2.531, -3.857, 3.577], [-1.203, -4.059, -4.290], [-2.336, 1.614, 3.003], [-3.352, 1.364, 2.700], [1.023, 4.603, -0.539], [4.139, -2.141, -0.476], [-4.085, 3.189, -1.538], [0.841, 5.830, -1.040], [-5.430, 2.558, 1.204], [-5.457, 0.787, 1.288], [-2.879, -4.269, -3.753], [1.213, -0.910, -2.280], [2.979, -4.874, 1.805], [-2.637, 1.809, -0.829], [4.987, -1.845, -1.077], [-5.000, 1.586, -0.215], [0.711, 0.066, -3.475], [-0.180, -2.218, -4.280], [1.966, 0.353, 2.478], [-1.878, -0.031, 1.636], [1.591, 2.063, -2.188], [3.413, 4.736, -0.753], [1.922, -1.611, 0.295], [2.360, 2.653, 0.000], [3.955, -5.745, 1.884], [1.962, 2.491, 1.001], [-1.463, -2.577, 2.261], [-4.041, 1.988, 3.268], [4.528, 4.277, -0.639], [0.500, 1.337, 2.510], [5.009, -3.995, 0.256], [-1.671, 0.211, -1.748], [-2.024, 1.205, -2.000], [-0.873, -2.147, -2.344], [1.804, -5.163, 2.589], [3.044, -1.323, -0.424], [0.873, 0.308, 2.406], [-2.768, 1.141, -2.799], [0.741, -3.115, 1.717], [0.658, -4.280, 2.538], [1.957, 6.650, -1.472], [0.953, -0.894, -3.257]],
  "mulliken_charge": [0.23, -0.36, 0.08, 0.62, -0.07, -0.10, 0.11, -0.92, 0.26, -0.58, 0.20, 0.53, 0.27, 0.26, -0.18, -0.01, -0.42, -0.88, 0.38, 0.06, 0.43, 0.41, 0.19, -1.18, 0.25, 0.85, -1.15, 0.57, 0.35, 0.35, 0.61, -0.61, 0.37, -1.35, 0.44, -0.31, 0.42, 0.34, 0.33, -1.08, -0.10, -1.19, 0.29, 0.30, 0.33, 0.37, 0.24, 0.00, 0.89, 0.35, 0.47, 0.39, 0.37, 0.27, 0.34, -0.29, -0.67, 0.45, 0.55, -0.93, -0.87, 0.36, -0.45, 0.31, -0.64, 0.28, 0.52, -0.25, -0.63, 0.38, 0.88, -0.28, -1.26, 0.45, -0.42, 0.04, 0.15, -0.72],
  "lumo_ev": [-0.17, -0.17],
  "total_energy_ha": -5414.58027,
  "e_above_lowest_kcal_mol": 8.6,
  "mol_weight_g_mol": 740.44,
  "total_charge": 0
}

=====

{
  "formula": "C4H3F9P",
  "method": "ωB97M-V/def2-TZVPD",
  "species": ["F", "P", "F", "C", "F", "F", "H", "H", "H", "F", "F", "C", "F", "F", "F", "C", "C"],
  "positions_angstrom": [[-1.448, -1.224, 2.288], [0.809, -1.359, 0.694], [0.343, -1.667, 3.375], [-4.423, -2.485, 1.546], [0.040, 0.314, 2.568], [-0.227, -3.877, 0.828], [0.971, 0.926, 0.724], [0.878, 0.388, -1.054], [-0.613, 0.353, -0.075], [-0.202, -3.059, -1.199], [-5.088, -2.369, 0.493], [0.481, 0.182, -0.034], [-4.499, -1.680, 2.528], [-3.749, -3.545, 1.686], [-1.709, -2.451, 0.238], [-0.387, -2.769, 0.103], [-0.131, -1.016, 2.378]],
  "mulliken_charge": [-0.20, -0.11, -0.21, 0.92, -0.26, -0.23, 0.29, 0.37, 0.30, -0.23, 0.03, -0.81, 0.04, 0.03, -0.24, 0.66, 0.65],
  "lumo_ev": -7.75,
  "total_energy_ha": -1393.97554,
  "e_above_lowest_kcal_mol": 6.0,
  "mol_weight_g_mol": 253.02,
  "total_charge": 1
}

=====

{
  "formula": "C30H55N2O2P2Sn",
  "method": "ωB97M-V/def2-TZVPD",
  "species": ["H", "H", "H", "H", "C", "C", "C", "H", "C", "H", "H", "C", "H", "H", "H", "C", "H", "H", "C", "H", "H", "H", "H", "H", "H", "C", "H", "Sn", "H", "H", "H", "H", "H", "C", "H", "C", "H", "C", "C", "C", "H", "H", "C", "H", "N", "C", "H", "H", "C", "H", "C", "C", "H", "N", "H", "H", "C", "H", "H", "C", "H", "O", "P", "C", "C", "H", "H", "H", "C", "H", "H", "H", "H", "C", "C", "H", "C", "H", "H", "H", "H", "H", "H", "C", "H", "C", "H", "P", "H", "O", "C", "C"],
  "positions_angstrom": [[-1.879, 2.351, -1.155], [-0.999, 3.858, 2.115], [1.005, -2.029, -4.115], [-2.678, -0.055, -0.972], [3.008, -2.345, 0.762], [-2.171, 2.305, 3.138], [-2.168, -3.736, 0.223], [-4.349, 2.599, 3.341], [4.073, -1.722, 1.659], [2.122, -0.766, -3.294], [0.710, 1.063, -4.313], [-0.292, -2.284, -0.300], [-2.625, -0.951, -4.546], [-2.359, -1.470, -2.891], [-2.197, -0.628, 3.232], [2.823, 3.277, 1.689], [-3.521, 3.001, -1.374], [-3.421, 2.680, 4.843], [-2.540, -0.508, 2.191], [2.437, -3.722, 2.316], [3.217, 1.844, -0.906], [0.261, 0.065, -5.657], [2.483, 3.507, 2.709], [5.190, -1.365, -1.085], [3.478, 4.090, 1.333], [-3.507, 2.153, 3.882], [-4.251, 0.643, -1.444], [0.358, 0.577, 0.800], [-4.617, 3.081, 1.347], [-0.457, -2.253, -5.109], [3.606, -4.362, 0.308], [1.419, -2.245, 2.274], [-3.740, 1.100, 4.096], [-3.374, 1.616, 0.273], [-3.636, -0.589, 2.240], [-1.944, 3.757, 2.673], [-2.767, 4.135, 2.050], [-0.648, -0.561, -3.826], [3.134, -0.970, -2.917], [-1.063, -3.467, -0.540], [-3.431, -3.033, 1.859], [4.337, -2.461, 2.440], [3.567, -3.396, -0.224], [1.196, -3.563, 1.074], [-0.814, -1.322, 0.637], [-3.622, 0.362, -0.585], [4.983, -1.463, 1.097], [-2.487, 3.615, -0.057], [-0.356, 0.309, -2.605], [3.289, -2.056, -2.847], [1.934, -2.998, 1.655], [3.372, -0.233, -1.612], [3.686, -0.818, 2.169], [-0.242, 0.770, -1.548], [-2.680, -4.679, 0.096], [-0.466, -2.731, -3.388], [1.114, -2.250, -0.670], [-1.140, 0.884, 4.473], [-1.878, 4.400, 3.564], [-1.031, 1.912, 4.099], [4.589, -3.150, -0.561], [1.884, -0.103, 4.183], [-2.105, 1.189, 1.625], [3.051, 1.258, -1.818], [4.835, -0.330, -1.164], [2.026, 1.426, -2.157], [-0.746, -4.104, -1.359], [-5.136, 1.375, 1.575], [-1.953, -1.603, 1.294], [-5.420, 2.211, 0.038], [-2.565, 0.246, -3.266], [4.992, 0.194, -0.211], [-0.040, 2.023, 3.641], [-4.703, 2.097, 0.866], [-0.119, 0.475, -4.753], [5.454, 0.173, -1.923], [-2.598, -2.828, 1.194], [-4.154, -0.425, -0.033], [-1.076, 2.591, 4.967], [3.399, 2.338, 1.713], [-0.919, 1.187, -4.941], [3.734, 1.635, -2.594], [3.861, -0.594, -3.657], [1.631, -0.004, 3.092], [1.543, 3.920, 0.333], [-2.125, -0.691, -3.627], [1.235, -2.692, -1.851], [2.195, -0.990, -0.265], [2.940, -3.558, -1.118], [1.686, 3.083, 0.821], [-0.084, -1.988, -4.099], [-2.767, 2.716, -0.623]],
  "mulliken_charge": [-0.01, 0.16, 0.31, -0.13, 1.47, 2.03, -1.01, 0.32, -1.45, -0.17, 0.27, -0.45, 0.56, 0.25, 0.74, -0.62, 0.54, 0.53, -1.71, 0.76, 0.22, 0.47, 0.22, 0.24, 0.36, -1.63, 0.69, 0.55, 0.34, 0.54, 0.43, 0.00, 0.27, 2.22, 0.71, -1.73, 0.28, 2.72, -1.44, -1.09, 0.54, 0.48, -1.28, 0.30, 0.89, -1.66, 0.35, 0.27, -0.87, 0.26, -1.52, 2.26, 0.10, -0.01, 0.47, 0.21, -0.25, 0.30, 0.53, -1.44, 0.32, -0.24, 0.36, -1.53, -1.84, 0.15, 0.52, 0.35, 0.15, 0.51, 0.44, 0.28, -0.04, -1.93, -1.67, 0.56, -0.86, 0.26, 0.64, 0.13, 0.43, 0.55, 0.57, 0.11, 0.20, -2.02, -0.13, 1.15, 0.08, -0.25, -1.44, -1.42],
  "lumo_ev": -2.20,
  "total_energy_ha": -2332.74526,
  "mol_weight_g_mol": 656.44,
  "total_charge": 1
}

=====

{
  "formula": "C4H12NO",
  "method": "ωB97M-V/def2-TZVPD",
  "species": ["H", "N", "O", "H", "C", "H", "H", "C", "H", "H", "H", "H", "H", "H", "H", "C", "H", "C"],
  "positions_angstrom": [[-1.997, -0.053, 1.248], [-1.106, -0.498, 1.023], [0.142, 0.458, -1.009], [-0.383, -1.113, -2.281], [-0.030, -0.057, -2.296], [1.054, -0.669, -4.132], [-0.902, -0.708, 3.701], [-0.036, 0.124, 1.846], [0.456, 0.665, 3.945], [-0.752, -0.165, 0.004], [0.937, -0.443, 1.627], [1.922, -0.855, -2.652], [-1.204, 0.844, 3.363], [1.755, 0.786, -3.257], [-0.825, 0.481, -2.827], [1.228, -0.163, -3.163], [0.096, 1.157, 1.548], [-0.355, 0.210, 3.313]],
  "mulliken_charge": [0.17, -0.85, -0.81, 0.21, -0.33, 0.32, 0.34, -0.07, 0.30, 0.50, 0.23, 0.25, 0.32, 0.29, 0.22, -1.07, 0.19, -1.23],
  "lumo_ev": 4.19,
  "total_energy_ha": -289.55925,
  "e_above_lowest_kcal_mol": 18.7,
  "mol_weight_g_mol": 90.15,
  "total_charge": -1
}

=====

{
  "formula": "C36H34CuF3NSbTe",
  "method": "ωB97M-V/def2-TZVPD",
  "species": ["C", "C", "H", "F", "C", "C", "H", "H", "H", "H", "C", "H", "H", "H", "C", "C", "Sb", "H", "H", "H", "C", "H", "C", "C", "C", "H", "C", "C", "H", "C", "H", "H", "H", "H", "C", "C", "C", "Te", "C", "C", "C", "H", "H", "C", "H", "C", "N", "F", "C", "C", "H", "C", "C", "H", "H", "C", "C", "C", "F", "H", "H", "H", "H", "C", "C", "C", "H", "H", "C", "C", "H", "H", "H", "Cu", "C", "H", "C"],
  "positions_angstrom": [[-3.506, 3.439, 0.518], [-1.470, -2.827, 2.725], [-4.672, 4.256, 2.119], [8.483, 0.548, 1.094], [-2.450, -2.140, 1.863], [1.193, -2.206, -3.548], [0.508, -0.413, -2.609], [-4.544, -0.228, 1.117], [0.175, -2.083, 0.540], [-4.751, 6.536, 1.148], [-4.177, 4.459, 1.176], [-5.886, -0.798, 2.127], [0.358, -2.293, -4.231], [4.027, -3.883, -2.738], [1.291, -1.165, -2.638], [6.680, 1.449, -0.123], [2.324, 0.444, -0.206], [-5.159, -3.999, 2.958], [6.794, -1.175, 2.014], [4.388, -1.250, 1.405], [-3.205, -4.142, 3.824], [-3.498, -4.841, 4.601], [5.335, 1.403, -0.457], [-3.801, -2.725, 1.930], [2.831, 3.038, -3.751], [-6.108, -0.618, 0.370], [-4.899, -2.342, 0.949], [-1.877, -3.748, 3.668], [-3.591, 6.982, -0.996], [-4.218, 5.741, 0.639], [-2.399, 5.166, -2.161], [1.053, 3.278, -0.336], [7.346, 2.198, -0.534], [3.466, 1.095, -3.109], [6.369, -0.464, 1.317], [2.193, -3.159, -3.559], [-4.509, -2.578, -0.516], [-1.862, 2.137, -1.745], [0.587, -2.815, 1.236], [2.090, 4.150, -3.403], [1.442, 4.262, -2.192], [-4.157, -3.604, -0.660], [0.512, -3.269, 3.312], [-5.396, -0.904, 1.154], [-5.746, -3.012, 1.157], [-3.571, 5.986, -0.566], [-2.164, -1.079, 1.156], [1.988, 5.163, -4.296], [-2.858, 3.666, -0.699], [2.916, 1.991, -2.846], [-5.368, -2.407, -1.177], [3.349, -2.060, -1.796], [2.288, 2.071, -1.603], [-3.478, 2.443, 0.946], [-1.120, -4.192, 4.317], [0.022, -2.555, 2.636], [5.028, -0.490, 0.969], [3.270, -3.110, -2.701], [2.112, -4.181, -4.445], [4.937, 2.139, -1.145], [1.482, -0.985, 3.033], [0.115, -1.016, 4.172], [0.313, -3.813, 0.883], [1.557, 3.212, -1.292], [-4.129, -3.641, 2.910], [7.173, 0.509, 0.759], [1.684, -2.741, 1.236], [3.318, 2.996, -4.717], [-2.902, 4.963, -1.220], [4.486, 0.423, 0.059], [0.832, 5.128, -1.976], [4.193, -2.014, -1.119], [-0.130, -0.413, 2.520], [-1.969, 0.215, -0.010], [0.399, -1.149, 3.124], [-3.711, -1.894, -0.792], [2.373, -1.068, -1.767]],
  "mulliken_charge": [-0.03, 0.11, 0.36, -0.35, 0.84, -0.58, 0.43, -0.14, -0.09, 0.33, -0.62, 0.31, 0.44, 0.42, -0.30, -0.73, 1.17, 0.24, 0.43, 0.31, -1.21, 0.26, -0.31, 0.26, -0.79, 0.44, 0.26, -0.63, 0.32, -0.31, 0.32, 0.40, 0.42, 0.47, -0.69, 0.38, -1.40, 0.13, -1.08, 0.50, -0.52, 0.35, 0.28, -1.14, 0.29, -0.55, 0.12, -0.37, -0.19, 0.04, 0.45, -0.09, -0.34, 0.24, 0.24, 0.47, -0.20, -0.64, -0.37, 0.30, 0.31, 0.36, 0.40, -0.79, -0.49, 0.38, 0.31, 0.41, -0.40, -0.09, 0.42, 0.32, 0.10, -0.16, -1.35, -0.02, -0.38],
  "lumo_ev": 3.90,
  "total_energy_ha": -3895.26799,
  "mol_weight_g_mol": 850.58,
  "total_charge": -2
}

=====

{
  "formula": "C20H16BF5MoN4O5S",
  "method": "ωB97M-V/def2-TZVPD",
  "species": ["H", "F", "H", "N", "O", "O", "C", "F", "H", "F", "C", "C", "H", "C", "H", "C", "C", "C", "H", "C", "C", "Mo", "N", "O", "C", "C", "C", "N", "F", "H", "O", "H", "H", "N", "H", "H", "H", "C", "C", "C", "H", "H", "C", "F", "H", "C", "O", "C", "S", "H", "C", "B", "C"],
  "positions_angstrom": [[-4.713, 1.198, -1.714], [0.231, -7.201, 0.503], [1.982, -0.506, 1.963], [-2.653, 0.968, -1.531], [1.351, 4.322, 0.008], [1.989, 0.812, -0.310], [2.926, 1.534, 0.473], [-2.107, -3.244, -0.297], [-4.722, 0.681, 0.986], [-2.111, -5.906, 0.219], [1.586, 0.442, 2.312], [-0.976, -5.247, 0.106], [2.359, 1.106, -2.846], [0.023, 1.981, 2.383], [0.898, -0.438, 4.152], [0.937, 3.332, 0.489], [-3.881, 1.005, -1.054], [0.238, -5.920, 0.254], [2.169, 0.760, 4.375], [2.360, 1.696, 1.860], [1.459, -5.253, 0.144], [0.206, 0.659, -0.598], [0.243, 1.000, -2.566], [0.252, 0.680, 1.705], [1.389, 1.123, -3.312], [1.279, 0.517, 3.797], [0.251, -3.214, -0.274], [-0.822, 1.098, -3.406], [2.587, -5.916, 0.293], [-2.677, -0.194, -3.469], [3.932, 1.919, 0.014], [-1.045, 1.371, -5.458], [-0.742, 1.239, 4.264], [-1.802, 0.677, -0.500], [-0.946, 2.376, 2.100], [0.486, 2.488, 4.432], [1.479, 3.634, 2.514], [-3.873, 0.731, 0.325], [-0.357, 1.269, -4.632], [1.465, -3.904, -0.116], [3.191, 1.945, 2.514], [-2.957, 1.792, -3.600], [-2.562, 0.531, 0.633], [2.609, -3.253, -0.215], [-2.105, 0.286, 1.576], [0.189, 1.618, 3.849], [0.083, 2.477, -0.217], [1.222, 2.792, 1.878], [0.260, -1.564, -0.689], [1.703, 1.418, -5.461], [-0.970, -3.899, -0.156], [-2.352, 0.899, -3.082], [1.043, 1.287, -4.620]],
  "mulliken_charge": [0.48, -0.22, 0.52, -0.58, -0.45, -0.29, -0.31, -0.23, 0.46, -0.24, -0.35, 0.15, 0.63, -0.27, 0.36, -0.13, -0.10, 0.48, 0.42, 0.31, 0.25, 0.24, 1.21, -0.11, -0.45, -0.85, -0.09, -0.68, -0.24, -0.07, -0.42, 0.50, 0.35, 1.35, 0.79, 0.41, 0.64, -1.27, -0.16, 0.21, 0.68, -0.04, -0.83, -0.26, 0.85, -0.96, -0.37, 0.17, 0.78, 0.44, 0.22, 0.19, -1.12],
  "lumo_ev": [-9.74, -9.75],
  "total_energy_ha": -2356.89339,
  "mol_weight_g_mol": 626.18,
  "total_charge": 2
}